This record from OMol25 describes a cluster of 19 separate species, C54H155N9O28 in total in a non-equilibrium geometry. The level of theory is the ωB97M-V functional and the def2-TZVPD basis.

The geometry in XYZ format:
```
246
Properties=species:S:1:pos:R:3:forces:R:3:lowdin_charge:R:1
C 23.501 -28.954 26.558 0.654 0.975 -0.467 -0.084
O 24.398 -27.834 26.377 0.422 -0.841 1.362 -0.206
C 23.866 -26.764 25.642 -0.844 0.044 -0.539 -0.224
C 24.661 -25.424 25.827 -0.444 -1.439 0.023 -0.187
N 24.105 -24.264 25.170 -0.004 0.603 -0.385 -0.056
C 24.904 -23.057 25.422 -0.311 -0.955 0.431 -0.234
C 24.516 -21.951 24.535 0.076 1.864 -1.298 -0.216
O 25.102 -22.158 23.215 -0.331 -0.431 0.205 -0.191
C 24.494 -21.501 22.084 -0.127 0.510 1.264 -0.080
H 24.017 -29.728 27.125 0.085 0.275 0.052 0.086
H 23.223 -29.380 25.594 -0.068 -0.014 -0.245 0.070
H 22.590 -28.647 27.071 -0.063 0.073 0.137 0.083
H 22.815 -26.657 25.912 -0.246 0.550 0.300 0.111
H 23.815 -27.164 24.629 0.232 0.746 -0.767 0.109
H 25.676 -25.626 25.484 0.403 0.007 0.296 0.119
H 24.629 -25.182 26.889 0.382 -0.266 0.145 0.121
H 24.188 -24.322 24.165 -0.197 -0.619 -0.284 0.073
H 25.967 -23.181 25.218 0.383 -0.428 0.018 0.124
H 24.847 -22.744 26.465 -0.307 -0.064 0.110 0.123
H 24.924 -21.075 25.040 0.601 0.531 -0.468 0.117
H 23.470 -21.654 24.472 -0.408 -0.791 -0.169 0.121
H 25.114 -21.582 21.191 0.289 -0.292 0.318 0.087
H 24.402 -20.447 22.343 -0.131 0.226 -0.272 0.078
H 23.495 -21.874 21.857 -0.019 -0.225 0.197 0.048
C 20.647 -18.338 9.688 -0.735 -1.395 -0.389 -0.093
O 21.452 -18.224 10.856 -1.492 0.770 -0.323 -0.173
C 21.260 -17.006 11.572 1.029 1.607 0.703 -0.220
C 19.849 -16.409 11.923 0.518 -3.167 -0.770 -0.131
N 19.167 -17.612 12.542 -1.063 2.810 0.614 -0.065
C 17.699 -17.428 12.682 -0.639 -2.331 0.440 -0.180
C 17.059 -18.862 13.017 1.209 1.025 -2.224 -0.127
O 17.370 -19.763 11.904 0.033 -0.013 0.306 -0.243
C 16.995 -19.391 10.576 -0.039 -0.242 0.524 -0.097
H 19.596 -18.076 9.811 -0.001 0.384 0.547 0.058
H 20.595 -19.402 9.459 0.223 -0.204 0.112 0.084
H 20.922 -17.894 8.731 0.930 0.704 0.367 0.092
H 21.929 -16.259 11.145 -0.332 0.450 -0.553 0.118
H 21.753 -17.145 12.534 -0.286 -0.457 0.185 0.091
H 19.304 -16.064 11.045 -0.064 0.016 -0.220 0.104
H 19.950 -15.553 12.590 0.144 -0.290 0.281 0.118
H 19.449 -18.463 12.077 -0.447 0.069 -0.266 0.062
H 17.157 -17.032 11.824 0.395 -0.124 -0.720 0.098
H 17.372 -16.715 13.439 0.711 -0.059 0.578 0.106
H 15.976 -18.821 13.136 -0.012 0.176 0.210 0.115
H 17.571 -19.311 13.868 -0.235 0.081 0.054 0.116
H 17.183 -20.227 9.902 0.279 -0.246 0.335 0.086
H 17.597 -18.560 10.208 -0.240 0.264 0.024 0.059
H 15.925 -19.211 10.477 -0.119 0.438 0.185 0.091
C 16.729 -25.675 10.514 1.196 0.916 0.338 -0.086
O 18.079 -25.571 10.988 0.080 -0.649 1.013 -0.242
C 18.598 -26.811 11.543 0.908 0.749 -1.010 -0.193
C 20.092 -26.608 11.874 -1.510 0.236 0.215 -0.183
N 20.329 -25.781 13.071 -1.711 -1.414 -0.786 -0.047
C 21.700 -25.750 13.364 1.438 0.027 1.836 -0.238
C 21.967 -24.769 14.522 -0.175 -0.234 -1.067 -0.163
O 23.333 -24.436 14.617 -0.078 0.489 -0.460 -0.204
C 23.905 -23.671 13.572 1.089 -0.050 -0.302 -0.087
H 16.105 -25.969 11.358 -0.334 -0.979 -0.537 0.094
H 16.826 -26.195 9.561 -1.006 -0.787 0.280 0.091
H 16.351 -24.681 10.272 0.392 0.290 -0.034 0.075
H 18.571 -27.620 10.813 -0.081 0.142 -0.756 0.110
H 18.051 -27.284 12.359 -0.305 0.874 0.580 0.123
H 20.606 -26.094 11.062 -0.057 -0.339 -0.668 0.108
H 20.428 -27.644 11.913 0.709 0.178 0.651 0.122
H 19.961 -24.876 12.816 0.166 0.266 0.228 0.061
H 22.349 -25.631 12.497 0.225 0.462 -0.213 0.114
H 22.014 -26.667 13.862 -0.123 -0.665 -0.639 0.127
H 21.719 -25.292 15.445 -0.102 0.352 0.082 0.129
H 21.326 -23.899 14.378 0.094 0.425 0.237 0.114
H 24.875 -23.314 13.918 -0.130 0.174 0.446 0.074
H 23.366 -22.796 13.209 -0.598 -0.224 0.372 0.063
H 24.191 -24.276 12.712 -0.463 -0.337 -0.211 0.093
C 26.625 -30.183 21.379 -1.914 -0.311 0.049 -0.041
O 25.234 -30.446 20.943 2.909 0.520 -0.700 -0.192
C 24.417 -31.014 21.894 -0.815 0.448 0.334 -0.279
C 23.034 -30.985 21.283 -0.997 -0.262 0.197 -0.211
N 22.483 -29.682 20.907 -0.092 0.421 -0.162 -0.056
C 21.866 -28.930 22.005 -0.235 0.818 -0.508 -0.180
C 21.743 -27.390 21.760 0.582 -0.301 0.656 -0.220
O 23.051 -26.943 21.602 1.866 2.067 -0.210 -0.212
C 23.222 -25.488 21.729 -0.426 -0.804 -1.211 -0.060
H 26.553 -29.630 22.316 0.232 0.168 0.058 0.080
H 27.138 -29.590 20.621 -0.290 -0.128 -0.009 0.084
H 27.156 -31.117 21.565 -0.001 -0.109 -0.111 0.080
H 24.428 -30.428 22.813 0.013 0.347 0.331 0.109
H 24.662 -32.028 22.208 0.324 -0.383 -0.302 0.122
H 22.373 -31.465 22.005 -0.324 0.034 0.061 0.114
H 22.985 -31.614 20.394 0.335 -0.105 -0.049 0.113
H 23.238 -29.127 20.531 0.152 0.121 -0.126 0.090
H 22.509 -29.073 22.873 -0.373 0.263 0.634 0.094
H 20.849 -29.288 22.163 0.050 -0.325 0.295 0.112
H 21.394 -26.832 22.629 -0.716 -0.625 0.610 0.112
H 21.114 -27.019 20.951 -0.186 -0.587 -0.494 0.108
H 24.216 -25.208 21.381 0.195 -0.424 0.439 0.096
H 22.990 -25.055 22.702 0.069 -0.565 0.351 0.061
H 22.583 -24.960 21.021 -0.410 -0.200 -0.158 0.062
C 27.522 -23.891 14.691 0.120 -0.024 0.128 -0.091
O 27.597 -22.551 15.159 -0.873 0.471 -0.626 -0.236
C 28.706 -21.863 14.552 -0.912 -0.751 -0.123 -0.182
C 28.688 -20.364 14.678 -0.765 -0.906 0.593 -0.208
N 27.819 -19.712 13.733 0.231 0.767 -0.828 -0.039
C 27.809 -18.267 13.952 -0.917 0.006 0.519 -0.201
C 26.959 -17.551 12.913 0.463 1.042 -0.524 -0.193
O 25.543 -17.693 13.091 0.200 -1.021 0.070 -0.225
C 24.684 -17.213 12.058 0.824 -0.018 0.488 -0.065
H 26.560 -24.361 14.896 0.132 0.218 1.060 0.076
H 28.378 -24.380 15.155 -0.207 -0.762 -0.229 0.097
H 27.530 -24.010 13.607 0.663 0.539 -0.343 0.089
H 28.593 -22.073 13.488 0.883 -0.308 -0.199 0.124
H 29.555 -22.290 15.085 0.621 0.114 -0.652 0.130
H 29.725 -20.082 14.501 -0.056 0.496 0.311 0.130
H 28.313 -20.185 15.686 0.637 0.483 0.591 0.111
H 26.857 -19.988 13.863 0.065 -0.632 0.163 0.070
H 28.816 -17.854 14.012 0.136 -0.044 -0.641 0.124
H 27.415 -18.038 14.942 -0.322 0.112 0.369 0.109
H 27.356 -17.864 11.947 -0.644 -0.502 -0.445 0.122
H 27.151 -16.478 12.903 0.221 0.279 0.410 0.119
H 24.949 -17.657 11.098 0.028 0.134 -0.177 0.097
H 24.758 -16.126 12.049 -0.088 0.161 -0.373 0.095
H 23.660 -17.498 12.303 0.318 -0.092 0.123 0.052
C 10.771 -25.153 16.470 0.220 0.668 0.611 -0.124
O 10.996 -25.032 15.065 -0.328 0.285 0.475 -0.193
C 10.775 -23.699 14.525 1.031 -0.015 1.123 -0.181
C 11.993 -22.727 14.798 -0.238 -2.215 -1.295 -0.173
N 13.180 -23.167 13.962 -0.773 1.904 1.088 -0.046
C 14.258 -22.177 14.114 1.098 -1.213 -1.661 -0.209
C 15.536 -22.739 13.381 -0.722 0.008 1.088 -0.193
O 16.075 -23.802 14.173 0.040 0.367 0.325 -0.213
C 17.500 -23.875 14.149 -1.086 -0.473 -0.004 -0.093
H 11.327 -24.413 17.045 0.170 0.390 -0.144 0.071
H 11.085 -26.082 16.945 0.311 -0.442 -1.017 0.083
H 9.741 -25.052 16.812 -0.461 0.221 -0.622 0.080
H 9.893 -23.231 14.961 -0.249 -0.164 0.256 0.106
H 10.564 -23.853 13.467 0.412 0.133 0.006 0.115
H 12.229 -22.714 15.862 0.004 -0.091 0.210 0.099
H 11.651 -21.722 14.551 0.335 0.065 -0.398 0.109
H 13.564 -24.035 14.307 -0.347 -0.327 0.248 0.099
H 14.572 -21.950 15.133 -0.106 -0.123 0.367 0.115
H 13.967 -21.235 13.648 -0.118 0.031 -0.144 0.104
H 16.232 -21.909 13.255 0.340 -0.054 -0.030 0.096
H 15.326 -23.215 12.423 -0.404 0.537 -0.339 0.113
H 17.762 -24.851 14.557 0.119 0.098 0.030 0.091
H 17.910 -23.090 14.784 0.340 0.171 -0.211 0.089
H 17.812 -23.849 13.105 0.423 0.208 0.006 0.056
C 26.983 -19.126 17.933 0.343 -0.171 -0.169 -0.123
O 26.307 -18.422 18.921 0.814 0.993 0.414 -0.176
C 24.951 -18.626 19.083 -0.482 0.010 0.690 -0.230
C 24.530 -17.982 20.401 -0.788 -0.142 -0.261 -0.209
N 24.551 -16.542 20.371 0.428 0.495 -0.582 -0.068
C 23.927 -16.011 21.569 1.084 0.458 -0.786 -0.215
C 24.424 -14.603 21.790 1.009 0.217 0.394 -0.191
O 25.869 -14.672 21.739 -0.537 -1.201 -0.064 -0.224
C 26.631 -13.520 21.919 -0.415 0.260 0.127 -0.118
H 27.970 -18.662 17.937 0.134 -0.328 -0.328 0.093
H 26.544 -19.087 16.937 -0.290 0.476 -0.181 0.067
H 27.048 -20.195 18.136 0.107 -0.221 0.338 0.086
H 24.778 -19.702 19.061 -0.470 -0.218 0.137 0.108
H 24.377 -18.128 18.301 -0.145 -0.075 -0.424 0.119
H 25.115 -18.335 21.251 0.175 -0.490 0.059 0.116
H 23.475 -18.167 20.601 -0.083 -0.912 -0.013 0.115
H 25.511 -16.230 20.395 0.173 0.084 -0.216 0.097
H 24.324 -16.528 22.443 -0.671 -0.586 0.361 0.121
H 22.849 -16.042 21.410 -0.062 -0.100 0.690 0.127
H 24.151 -14.357 22.816 -0.255 0.618 -0.010 0.119
H 24.037 -13.894 21.058 0.019 0.183 -0.023 0.122
H 26.536 -12.903 21.025 0.103 0.502 0.123 0.087
H 27.680 -13.775 22.073 -0.067 -0.340 -0.255 0.087
H 26.332 -13.003 22.831 -0.205 0.436 -0.021 0.083
C 24.587 -21.636 10.922 -1.257 0.438 -0.762 -0.050
O 24.729 -22.155 9.555 0.637 -1.202 1.941 -0.167
C 24.499 -21.247 8.525 -0.352 1.469 0.458 -0.264
C 24.356 -21.807 7.118 -1.330 -1.288 0.839 -0.156
N 23.037 -22.523 6.976 0.046 1.014 -1.398 -0.053
C 21.833 -21.704 6.651 0.660 -1.083 0.620 -0.190
C 20.569 -22.588 6.803 0.656 -0.285 0.280 -0.199
O 20.738 -23.470 7.945 -1.500 0.417 -0.363 -0.217
C 19.463 -24.075 8.295 0.827 0.466 -0.371 -0.085
H 23.540 -21.449 11.160 -0.577 -0.092 -0.456 0.070
H 25.011 -20.656 11.137 0.810 0.020 -0.590 0.078
H 24.855 -22.298 11.745 0.780 -0.479 -0.906 0.060
H 25.262 -20.471 8.588 0.288 0.274 -0.272 0.118
H 23.546 -20.768 8.746 -0.309 0.476 -0.065 0.105
H 25.171 -22.482 6.858 -0.039 -0.232 0.179 0.110
H 24.436 -20.998 6.391 -0.346 0.135 0.093 0.113
H 22.785 -23.155 7.722 0.520 0.138 0.218 0.086
H 21.895 -21.263 5.657 0.025 -0.386 -0.299 0.110
H 21.734 -20.831 7.296 -0.090 0.149 0.542 0.084
H 20.329 -23.218 5.947 0.523 -0.112 -0.331 0.115
H 19.695 -21.940 6.875 -0.174 0.179 0.582 0.109
H 19.628 -24.911 8.975 0.096 0.275 0.043 0.072
H 18.936 -24.442 7.414 0.155 -0.165 -0.279 0.084
H 18.808 -23.324 8.736 -0.007 0.047 0.337 0.080
C 21.621 -21.947 19.474 -0.471 -0.191 -0.334 -0.023
O 21.213 -21.143 18.330 -1.557 -0.962 3.092 -0.190
C 22.209 -20.833 17.468 0.564 0.295 -2.074 -0.231
C 21.529 -20.242 16.227 1.397 0.351 -1.481 -0.116
N 22.348 -20.370 14.948 -2.049 1.198 -0.025 -0.038
C 21.533 -19.769 13.804 0.933 -0.870 0.653 -0.149
C 20.543 -20.736 13.179 1.094 -0.888 -0.519 -0.171
O 21.266 -21.895 12.644 -1.206 0.620 -1.149 -0.213
C 20.416 -22.612 11.690 0.018 0.983 0.845 -0.057
H 21.535 -23.012 19.258 0.378 -0.028 -0.493 0.067
H 20.928 -21.830 20.307 -0.105 0.647 -0.270 0.069
H 22.623 -21.729 19.845 0.034 0.247 -0.292 0.089
H 22.746 -21.752 17.236 0.549 0.084 -0.312 0.119
H 22.868 -20.040 17.822 0.401 -0.277 0.404 0.112
H 21.515 -19.156 16.327 -0.477 -0.074 0.334 0.098
H 20.513 -20.600 16.064 -0.050 -0.261 0.295 0.119
H 22.537 -21.322 14.668 -0.295 -0.533 0.273 0.085
H 22.274 -19.382 13.105 -0.109 -0.492 -0.630 0.098
H 20.965 -18.865 14.022 0.097 -0.141 0.976 0.089
H 20.004 -20.192 12.403 0.019 -0.352 -0.364 0.086
H 19.796 -21.142 13.860 -0.077 0.260 0.406 0.120
H 20.980 -23.346 11.114 0.124 -0.090 0.472 0.096
H 19.933 -21.952 10.970 0.376 0.497 -0.199 0.079
H 19.552 -22.997 12.232 0.129 -0.594 0.059 0.058
O 24.938 -20.040 14.288 0.909 -0.451 -0.517 -0.068
H 25.049 -19.336 13.649 0.257 0.815 -0.193 0.011
H 23.996 -20.067 14.455 -1.272 0.032 0.632 -0.016
O 19.462 -17.046 15.423 0.130 0.175 0.908 -0.043
H 19.595 -17.332 14.520 -0.009 -0.347 -0.883 -0.020
H 18.931 -16.253 15.348 -0.143 0.197 0.086 0.041
O 19.610 -19.411 19.932 -0.696 -0.183 0.750 -0.052
H 20.049 -20.057 19.379 0.291 -0.170 -0.575 0.003
H 19.661 -18.595 19.434 0.253 0.328 -0.244 0.008
O 21.168 -19.726 22.221 0.581 0.379 0.515 -0.079
H 20.574 -19.608 21.479 -0.485 0.332 -0.595 -0.031
H 21.283 -20.674 22.287 0.019 -0.328 0.259 -0.043
O 25.299 -21.715 16.307 -0.684 -0.288 1.097 -0.059
H 26.116 -22.074 15.960 0.668 -0.033 -0.307 -0.001
H 25.106 -20.968 15.740 0.080 0.332 -0.263 -0.013
O 20.698 -17.557 18.202 0.050 0.018 0.121 -0.031
H 21.402 -16.949 18.430 0.288 0.122 0.235 0.054
H 20.376 -17.244 17.357 -0.307 0.026 -0.604 0.007
O 22.401 -25.280 18.398 -0.981 -0.186 0.412 -0.054
H 22.689 -26.193 18.406 0.096 -0.249 0.126 0.055
H 23.019 -24.838 17.816 0.954 0.456 -0.423 -0.011
O 24.548 -24.321 16.870 0.243 -0.687 1.281 -0.053
H 24.776 -23.402 17.012 0.118 0.634 -0.012 0.005
H 24.087 -24.327 16.032 -0.262 0.013 -0.757 -0.025
O 21.207 -22.490 22.710 0.223 -0.182 -0.101 -0.042
H 20.518 -22.942 22.223 -0.272 -0.202 -0.222 0.057
H 21.090 -22.778 23.615 0.062 -0.031 0.371 0.062
O 19.614 -25.061 19.299 -0.512 0.199 0.378 -0.066
H 19.388 -25.924 18.952 -0.045 -0.177 -0.087 0.029
H 20.472 -24.867 18.921 0.630 -0.117 -0.258 -0.032
```
Forces are in eV/Å.

Output
Net charge   0
Kohn-Sham gap   8.3 eV
HOMO   -8.25 eV
Energy relative to the best compared isomer or geometry (same formula, charge and spin)   19.2 kcal per mole